Formula: C10H11N2O2S
Source: the OMol25 dataset
Level of theory: ωB97M-V/def2-TZVPD

The total energy comes out at -1045.74545 Eh. For the energy above the lowest of the compared OMol25 structures with the same formula, charge and spin, the calculation gives 272.8 kJ/mol. Its net charge is -1. For the largest force on an atom, the calculation gives 3.62 eV/Å.

Structure (XYZ):
```
26
C10H11N2O2S (ωB97M-V/def2-TZVPD)
C 2.17 -1.77 0.36
C 1.58 -1.82 1.71
C 1.81 -0.63 -0.42
C 0.51 0.29 1.21
C 0.70 -0.77 2.03
C 0.94 0.38 -0.04
C -1.09 0.21 -2.53
C -2.32 -0.74 -2.11
C 0.04 -0.73 3.40
C 0.71 1.51 -0.88
N -0.93 0.58 -3.69
N -1.82 2.49 -0.63
O -2.23 -1.80 -2.75
O -3.05 -0.26 -1.29
S -0.23 2.82 -0.15
H 2.79 -2.63 -0.07
H 1.71 -2.60 2.41
H 2.25 -0.57 -1.40
H -0.05 1.13 1.64
H -0.90 -0.30 3.18
H -0.22 -1.73 3.66
H 0.55 -0.19 4.13
H 1.33 1.66 -1.70
H -0.16 1.12 -4.09
H -2.18 2.86 -1.55
H -1.91 1.48 -0.43
```